Arrangement one

The following is a quantum chemistry calculation of one molecule with the formula C4H8N2, from OMol25.

```
! wB97M-V def2-TZVPD RIJCOSX def2/J DEFGRID3
* xyz 0 1
C 1.874 -1.300 -1.348
C 1.098 -0.204 -0.720
N -0.091 -0.397 -0.358
N -0.645 1.090 0.202
C -2.051 0.919 0.632
C -0.896 0.789 1.622
H 1.303 -2.157 -1.167
H 1.807 -0.907 -2.349
H 2.914 -1.316 -1.142
H 1.477 0.718 -0.441
H -2.439 -0.010 0.278
H -2.732 1.725 0.633
H -0.751 1.364 2.457
H -0.867 -0.314 1.700
*
```

Properties
Kohn-Sham gap = 10.52 eV
E_LUMO = 1.18 eV

---

Arrangement two

The following is a quantum chemistry calculation of one molecule with the formula C4H8N2, from OMol25.

```
! wB97M-V def2-TZVPD RIJCOSX def2/J DEFGRID3
* xyz 0 1
C 1.785 0.101 -0.093
N 1.489 -1.237 0.390
C 0.627 -0.664 -0.625
C -0.573 0.220 -0.432
C -1.942 -0.008 0.102
N -0.880 0.527 0.948
H 2.638 0.324 -0.721
H 1.512 0.897 0.602
H 1.101 -1.203 1.327
H 0.705 -1.208 -1.562
H -0.481 1.042 -1.148
H -2.288 -1.016 0.309
H -2.724 0.698 -0.186
H -0.971 1.526 1.090
*
```

Properties
Kohn-Sham gap = 10.27 eV
E_LUMO = 1.07 eV

---

What should be chosen as the most stable of them? Choose arrangement two.

---

Arrangement one

The following is a quantum chemistry calculation of one molecule with the formula C6H11NO, from OMol25.

```
! wB97M-V def2-TZVPD RIJCOSX def2/J DEFGRID3
* xyz 0 1
C -0.804 2.365 0.284
C -0.621 1.060 0.089
N -1.719 0.191 -0.197
C 0.624 0.322 0.394
C 1.817 0.909 0.443
C 0.487 -1.179 0.587
C 0.448 -1.842 -0.993
O -0.619 -1.540 1.293
H -0.017 2.995 0.660
H -1.760 2.829 0.094
H -1.397 -0.491 -0.931
H -2.558 0.697 -0.452
H 1.950 1.962 0.252
H 2.706 0.335 0.657
H 1.398 -1.608 1.018
H 1.443 -1.663 -1.398
H -0.245 -1.516 -1.772
H 0.319 -2.915 -0.858
H -1.455 -0.911 0.827
*
```

Properties
Kohn-Sham gap = 9.44 eV
E_LUMO = 0.84 eV

---

Arrangement two

The following is a quantum chemistry calculation of one molecule with the formula C6H11NO, from OMol25.

```
! wB97M-V def2-TZVPD RIJCOSX def2/J DEFGRID3
* xyz 0 1
C -0.427 -1.751 0.681
C -0.305 -1.340 -0.783
C 0.143 0.093 -1.030
C -0.783 1.160 -0.460
C -0.099 1.659 0.837
N 1.271 1.105 0.847
C 1.486 0.445 -0.406
O 2.590 0.274 -0.908
H 0.452 -1.505 1.264
H -0.570 -2.824 0.750
H -1.297 -1.296 1.143
H 0.329 -2.040 -1.316
H -1.292 -1.428 -1.232
H 0.297 0.183 -2.103
H -1.759 0.763 -0.206
H -0.868 1.961 -1.180
H 0.006 2.734 0.767
H -0.613 1.357 1.737
H 1.440 0.452 1.596
*
```

Properties
Kohn-Sham gap = 10.47 eV
E_LUMO = 0.88 eV

---

Arrangement three

The following is a quantum chemistry calculation of C6H11NO as an isolated structure, from OMol25.

```
! wB97M-V def2-TZVPD RIJCOSX def2/J DEFGRID3
* xyz 0 1
C -0.722 -0.091 -0.478
C -1.572 -1.325 -0.533
C -1.162 1.071 -1.314
C -0.089 0.194 0.841
C 1.289 -0.480 0.808
C 2.398 0.234 1.235
O 0.948 -0.684 -0.986
N -0.474 1.109 1.636
H 1.497 0.029 -1.358
H 0.245 1.223 2.365
H 1.265 -1.539 1.059
H -2.541 -1.118 -0.062
H -1.747 -1.639 -1.564
H -1.114 -2.156 0.007
H -2.113 1.457 -0.925
H -0.440 1.888 -1.278
H -1.318 0.772 -2.354
H 2.456 1.310 1.124
H 3.196 -0.255 1.777
*
```

Properties
Kohn-Sham gap = 8.27 eV
E_LUMO = 0.72 eV

---

Arrangement four

The following is a quantum chemistry calculation of C6H11NO as an isolated structure, from OMol25.

```
! wB97M-V def2-TZVPD RIJCOSX def2/J DEFGRID3
* xyz 0 1
C -0.330 -0.176 -0.040
C -0.890 -1.547 0.272
N -0.223 0.128 -1.388
C -1.475 1.141 0.815
C 2.059 -0.567 0.446
C -2.341 1.829 0.083
C 3.142 -0.073 -0.131
O 0.621 0.329 0.753
H -0.050 -0.630 -2.029
H 0.217 1.024 -1.562
H -1.414 1.228 1.895
H 2.035 -1.488 1.014
H -0.409 -1.972 1.156
H -1.958 -1.481 0.490
H -0.739 -2.264 -0.540
H -3.034 2.546 0.522
H -2.426 1.677 -0.992
H 3.100 0.857 -0.696
H 4.115 -0.560 -0.068
*
```

Properties
Kohn-Sham gap = 9.36 eV
E_LUMO = 0.98 eV

---

What should be chosen as the most stable of them? Choose arrangement two.

---

Arrangement one

The following is a quantum chemistry calculation of C6H11NO as an isolated structure, from OMol25.

```
! wB97M-V def2-TZVPD RIJCOSX def2/J DEFGRID3
* xyz 0 1
C -1.467 0.033 -0.127
C -2.234 -1.195 -0.492
C 1.454 1.625 0.112
C -0.324 -0.098 0.800
C 0.970 0.192 0.014
C 1.912 -0.819 -0.011
O -0.272 0.351 -1.420
N -0.389 -0.527 1.996
H -0.260 1.230 -1.842
H -2.039 0.952 -0.028
H 0.570 -0.711 2.323
H -2.958 -0.990 -1.283
H -1.563 -1.983 -0.840
H -2.757 -1.582 0.392
H 1.899 1.920 -0.841
H 0.642 2.331 0.299
H 2.213 1.734 0.889
H 1.632 -1.860 0.092
H 2.972 -0.602 -0.034
*
```

Properties
Kohn-Sham gap = 8.39 eV
E_LUMO = 0.68 eV

---

Arrangement two

The following is a quantum chemistry calculation of C6H11NO as an isolated structure, from OMol25.

```
! wB97M-V def2-TZVPD RIJCOSX def2/J DEFGRID3
* xyz 0 1
C -1.236 0.640 1.694
C -0.227 0.058 0.727
C 2.073 0.381 0.881
N 0.943 0.900 0.654
O -0.096 -1.243 0.812
H -2.157 0.061 1.674
H -1.440 1.686 1.475
H -0.808 0.572 2.697
H 2.217 -0.679 1.102
H 2.956 1.011 0.808
C -1.206 0.524 -0.974
C 0.550 -0.498 -1.986
C 0.735 -1.657 -1.575
H 0.751 0.395 -2.532
H -2.103 0.088 -0.543
H -1.151 1.600 -0.838
H -1.330 0.333 -2.039
H 1.304 -2.535 -1.820
H 0.226 -1.638 -0.217
*
```

Properties
Kohn-Sham gap = 9.48 eV
E_LUMO = 0.55 eV

---

Arrangement three

The following is a quantum chemistry calculation of one molecule with the formula C6H11NO, from OMol25.

```
! wB97M-V def2-TZVPD RIJCOSX def2/J DEFGRID3
* xyz 0 1
C 2.477 -1.051 0.111
N 2.086 0.087 0.549
C 0.761 -0.006 1.078
C 0.337 -1.062 1.837
C -0.045 1.172 0.593
C -0.406 1.082 -0.916
C -1.338 -0.021 -1.310
O -2.660 0.519 -0.847
H 3.443 -1.220 -0.234
H 1.749 -1.824 0.028
H -0.759 -1.227 1.923
H 1.025 -1.716 2.327
H -0.983 1.125 1.194
H 0.450 2.229 0.794
H 0.593 1.008 -1.442
H -0.924 2.075 -1.259
H -1.542 -0.165 -2.448
H -0.965 -0.920 -0.734
H -3.299 -0.084 -1.246
*
```

Properties
Kohn-Sham gap = 9.79 eV
E_LUMO = 0.69 eV

---

What should be chosen as the most stable of them? Choose arrangement three.

---

Arrangement one

The following is a quantum chemistry calculation of C6H11NO as an isolated structure, from OMol25.

```
! wB97M-V def2-TZVPD RIJCOSX def2/J DEFGRID3
* xyz 0 1
C -2.803 -0.630 0.502
C -1.729 -0.224 -0.656
C -0.735 0.837 -0.316
C 1.256 0.871 1.101
C 1.662 0.474 -0.301
C 2.548 -0.800 -0.383
H -3.101 0.153 1.105
H -3.627 -1.376 -0.108
H -2.335 -1.318 1.389
H -1.011 -1.161 -1.097
H -2.031 0.244 -1.891
H 1.403 0.317 1.965
H 1.037 1.940 1.118
H 1.947 1.314 -1.063
H 3.535 -0.091 -0.346
H 2.403 -1.636 0.556
H 2.162 -1.384 -1.232
N 0.357 0.317 0.040
O -0.941 2.153 -0.383
*
```

Properties
Kohn-Sham gap = 9.69 eV
E_LUMO = 0.64 eV

---

Arrangement two

The following is a quantum chemistry calculation of C6H11NO as an isolated structure, from OMol25.

```
! wB97M-V def2-TZVPD RIJCOSX def2/J DEFGRID3
* xyz 0 1
C -0.997 1.656 1.091
C -0.150 0.682 -0.748
C 0.397 -0.211 0.370
C -1.005 -0.033 -1.791
C -0.123 -1.607 0.531
C 1.851 -0.039 0.688
N -0.942 1.765 -0.167
O -0.420 0.712 1.769
H -1.562 2.379 1.670
H 0.695 1.163 -1.261
H -1.804 -0.594 -1.317
H -0.402 -0.700 -2.403
H -1.456 0.725 -2.425
H 0.284 -2.058 1.433
H 0.189 -2.212 -0.320
H -1.207 -1.628 0.594
H 2.095 -0.508 1.639
H 2.111 1.017 0.741
H 2.446 -0.510 -0.095
*
```

Properties
Kohn-Sham gap = 9.89 eV
E_LUMO = 0.80 eV

---

Arrangement three

The following is a quantum chemistry calculation of C6H11NO as an isolated structure, from OMol25.

```
! wB97M-V def2-TZVPD RIJCOSX def2/J DEFGRID3
* xyz 0 1
C -0.499 0.811 -1.390
C -0.273 -0.234 -0.574
C 0.877 -1.306 -0.650
C 0.681 -0.096 0.615
C 0.018 1.099 1.411
C -1.565 -0.221 0.369
H 0.558 0.917 -2.107
H -0.507 1.782 -0.529
H -1.515 0.973 -2.344
H 1.425 -1.827 -1.688
H 0.792 -2.015 0.064
H 2.527 -0.965 0.106
H 0.454 -0.988 1.204
H 0.475 2.117 1.246
H 0.230 0.746 2.468
H -1.511 -1.188 0.919
H -2.526 -0.079 -0.135
N 1.803 -0.412 -0.094
O -1.444 0.885 1.109
*
```

Properties
Kohn-Sham gap = 9.63 eV
E_LUMO = 0.83 eV

---

What should be chosen as the most stable of them? Choose arrangement two.